The following is a DFT calculation (the ωB97M-V functional and the def2-TZVPD basis) of an isolated molecule of C4H9NO.

Structure (XYZ):
```
15
Properties=species:S:1:pos:R:3:forces:R:3
C 0.604267 1.272585 0.298016 -0.2 -0.1 0.2
C -0.141367 -0.037751 0.457154 -1.8 0.1 -2.2
C 0.730826 -1.245991 0.186966 -0.2 0.1 0.2
N -1.312767 -0.045551 -0.628654 2.5 0.0 2.2
C -2.592844 -0.081087 -0.246251 -0.4 0.1 -0.9
O -2.990764 -0.109732 0.892161 -0.2 0.0 0.6
H 1.118324 1.303130 -0.661845 0.1 0.0 -0.1
H -0.082435 2.113600 0.353536 0.0 0.1 0.0
H 1.344260 1.378080 1.087161 0.1 0.0 0.1
H -0.670733 -0.102638 1.404766 0.0 0.0 0.0
H 1.143024 -1.197742 -0.818430 0.1 0.0 -0.1
H 0.161789 -2.164403 0.284812 -0.1 -0.1 0.0
H 1.555931 -1.272907 0.893324 0.2 0.0 0.1
H -1.032273 0.001074 -1.590736 -0.2 0.0 -0.2
H -3.282185 -0.077460 -1.115070 0.0 0.0 0.1
```
Forces are in eV/Å.

The value obtained for the total energy is -287.8107 hartree. As for the largest force on an atom: 3.4 eV/Å. The gap between HOMO and LUMO is 10.6 eV.